Below is C56H140B4ClF16N7O7Sr as an isolated structure at a distorted geometry, with properties calculated with wB97M-V/def2-TZVPD.

Properties
- Highest occupied orbital energy: -15.44 eV
- Largest force on an atom: 0.06402 Eh/bohr
- DFT total energy: -5315.551095 Ha
- Net charge: +4
- 2S+1: 1
- Gap between HOMO and LUMO: 9.63 eV
- LUMO level: -5.8 eV

Atoms and positions in Å:
Sr -10.40378 9.29012 28.68435
C -15.53993 8.49338 24.87611
C -15.21744 7.01486 24.58467
N -14.14155 6.95953 23.46895
C -14.49073 7.51895 22.14258
C -12.91079 7.67349 24.02103
C -11.69998 7.55722 23.10082
C -13.75990 5.50631 23.24785
C -14.87006 4.45845 23.00472
O -15.33516 4.06124 24.23503
C -16.33843 3.03352 24.16853
H -16.04672 9.08215 24.02886
H -14.77274 9.05191 25.38469
H -16.28012 8.48926 25.70180
H -16.06784 6.49772 24.15661
H -14.88240 6.51341 25.45777
H -14.65199 8.55908 22.37025
H -15.43700 7.05871 21.81015
H -13.70372 7.33748 21.42973
H -12.82977 7.22067 24.98828
H -13.23532 8.71126 24.23037
H -11.39929 6.50121 23.12975
H -10.89844 8.17716 23.54042
H -11.90527 7.91317 22.08146
H -13.22334 5.18679 24.15558
H -12.99120 5.53300 22.43523
H -14.21035 3.72086 22.45983
H -15.67479 4.88513 22.32065
H -17.17348 3.44266 23.61394
H -16.80041 2.94160 25.16800
H -16.13314 2.10048 23.57974
C -8.39601 13.16942 24.24136
C -9.55749 13.62828 25.07065
N -9.51133 15.06871 25.55776
C -10.53846 15.18390 26.57864
C -8.15477 15.37143 26.09407
C -7.67792 14.60059 27.34832
C -9.79813 16.05222 24.47190
C -9.57127 17.57780 24.83671
O -8.18416 17.86349 24.74818
C -7.91759 19.22620 24.72801
H -8.66112 12.21311 23.89821
H -7.37340 13.09063 24.66059
H -8.21096 13.70118 23.34424
H -9.54696 13.00199 25.95557
H -10.45457 13.53900 24.50395
H -10.19688 14.51042 27.38096
H -11.47452 14.95704 26.08077
H -10.51431 16.17397 26.95584
H -8.10987 16.44128 26.33439
H -7.51237 15.31743 25.24143
H -8.35282 14.71244 28.13567
H -6.73443 14.95022 27.62095
H -7.57854 13.54016 27.14251
H -10.88975 15.90108 24.28836
H -9.28747 15.84012 23.55858
H -10.06470 17.92905 25.76620
H -10.07965 18.09792 23.98570
H -8.21939 19.74911 23.79567
H -6.83691 19.34248 24.75507
H -8.31888 19.79100 25.61970
C -16.51567 10.71731 32.96079
C -16.75784 9.45059 32.17343
N -16.03912 9.37016 30.80659
C -15.94149 7.96961 30.30384
C -16.66064 10.31436 29.91278
C -16.07710 10.55966 28.50351
C -14.56450 9.81120 31.02282
C -13.69046 8.80009 31.65947
O -14.08719 8.59148 32.92511
C -13.66002 7.35995 33.44536
H -17.14139 10.72555 33.84669
H -16.76447 11.63249 32.39329
H -15.53218 10.85252 33.36488
H -17.84734 9.28590 32.04278
H -16.28767 8.66635 32.72542
H -16.88163 7.60304 29.91462
H -15.63668 7.36703 31.17694
H -15.28464 7.73531 29.49075
H -16.62548 11.26762 30.43359
H -17.72942 10.04382 29.87187
H -15.40159 9.77622 28.13921
H -15.55999 11.46556 28.35962
H -16.84842 10.64709 27.73408
H -14.60268 10.72362 31.60871
H -14.16420 10.11687 30.08914
H -12.70633 9.32277 31.66893
H -13.55380 7.88266 31.07647
H -12.59385 7.39498 33.49536
H -14.05505 6.51127 32.93335
H -14.04131 7.35089 34.45919
C -11.86867 15.41765 38.49233
C -11.09021 16.04728 37.38567
N -10.46136 15.16300 36.36432
C -9.82181 16.00488 35.31681
C -9.43882 14.17592 36.92583
C -8.10517 14.65208 37.52110
C -11.67510 14.39916 35.68487
C -11.28771 13.63570 34.44752
O -10.26512 12.64591 34.55649
C -10.91826 11.35534 34.42058
H -11.99113 16.15474 39.28790
H -11.47163 14.46499 38.86848
H -12.83596 15.12946 38.10252
H -10.24495 16.66167 37.72810
H -11.74676 16.60955 36.72918
H -9.28571 15.38213 34.60913
H -9.20517 16.81355 35.75779
H -10.60881 16.51618 34.74636
H -9.20374 13.49026 36.12909
H -10.06617 13.66453 37.66707
H -8.22838 15.37063 38.34977
H -7.48540 15.08406 36.76282
H -7.55049 13.78385 37.93219
H -12.42250 15.12592 35.36205
H -12.10133 13.75797 36.43761
H -11.10012 14.27507 33.60926
H -12.17144 13.17061 34.08362
H -11.86623 11.42708 35.00576
H -10.19949 10.59278 34.74386
H -11.27663 11.30955 33.35625
C -6.82106 6.25802 27.61795
C -6.24643 6.45144 26.28544
N -4.75752 6.65925 26.19415
C -4.25823 7.85831 26.79258
C -4.11051 5.49073 26.93918
C -2.56346 5.46698 26.90812
C -4.41643 6.67281 24.74252
C -5.29338 7.34718 23.70658
O -5.42311 8.69501 24.08982
C -6.26451 9.56800 23.31428
H -7.92501 6.21089 27.52544
H -6.52819 7.04408 28.29739
H -6.59977 5.26521 28.07401
H -6.65940 7.37653 25.81886
H -6.46065 5.57257 25.68429
H -3.20996 7.84140 26.64895
H -4.31938 7.89196 27.86756
H -4.81404 8.69878 26.32362
H -4.59213 4.58464 26.52270
H -4.50553 5.68742 27.94631
H -2.20134 5.52377 25.90992
H -2.28938 4.50350 27.37875
H -2.06196 6.25301 27.47758
H -4.33441 5.63853 24.47994
H -3.44737 7.16825 24.65656
H -6.32913 6.98927 23.57826
H -4.77739 7.20751 22.72609
H -5.73036 9.85273 22.37203
H -6.37449 10.45181 23.96478
H -7.19810 9.06562 23.12913
C -4.78717 9.14065 31.45513
C -6.14504 9.76849 31.42373
N -6.25547 11.30570 31.55518
C -5.82740 11.92736 30.29253
C -7.71816 11.59950 31.84280
C -8.06034 13.04859 31.66968
C -5.37228 11.87647 32.67761
C -5.49157 11.36566 34.08410
O -6.77612 11.63906 34.64319
C -6.97631 10.92329 35.80388
H -4.32836 9.14215 32.48990
H -4.13999 9.53565 30.67052
H -5.01669 8.11691 31.08097
H -6.76026 9.38894 32.21510
H -6.67823 9.56863 30.44186
H -4.77988 11.67180 29.98031
H -5.69526 12.98438 30.46695
H -6.56712 11.77840 29.49788
H -7.93720 11.26998 32.86536
H -8.40538 10.99045 31.20689
H -9.07316 13.21969 32.02584
H -8.12970 13.37303 30.63092
H -7.55092 13.73992 32.33124
H -5.60272 12.96300 32.63109
H -4.35227 11.80273 32.31368
H -4.75948 11.99515 34.54506
H -5.18182 10.32443 34.17383
H -7.96273 11.22930 36.12547
H -6.33526 11.11530 36.62624
H -7.06917 9.86955 35.64612
C -11.07004 2.51451 29.09449
C -11.14184 3.08453 30.52495
N -9.85888 3.43199 31.14851
C -9.30384 4.64252 30.44495
C -10.15542 3.74545 32.61313
C -11.03770 4.94568 32.87061
C -8.94309 2.26076 31.09902
C -7.55730 2.37632 31.71334
O -6.80968 3.41569 31.16399
C -5.46971 3.13272 30.87513
H -10.60589 3.20208 28.40729
H -12.15798 2.47041 28.80293
H -10.55193 1.54335 29.05261
H -11.58092 2.41029 31.22782
H -11.64847 4.05708 30.48244
H -10.04054 5.42955 30.34708
H -9.02577 4.30552 29.44352
H -8.45135 5.03438 30.97160
H -9.19991 3.88571 33.17805
H -10.66766 2.82520 32.98838
H -10.69731 5.74516 32.20379
H -11.05157 5.20414 33.91089
H -12.10218 4.67320 32.64823
H -8.74575 1.89262 30.09971
H -9.44142 1.49511 31.65533
H -7.16317 1.40728 31.49026
H -7.56431 2.46334 32.80174
H -4.89241 2.72199 31.68936
H -5.00482 4.07757 30.63453
H -5.32697 2.43572 29.98092
B -7.47327 9.91172 27.65932
F -8.32395 8.86735 27.21263
F -8.20101 10.60632 28.63942
F -6.32098 9.48293 28.31958
F -7.11641 10.68397 26.58998
B -11.32258 10.45728 25.87285
F -10.63646 11.22108 26.85995
F -11.39854 9.06434 26.41070
F -12.65573 10.84290 25.88171
F -10.65486 10.39905 24.62279
B -11.58576 11.80463 30.40813
F -12.63999 12.19415 31.19037
F -10.71351 10.83600 31.01721
F -12.13054 11.10923 29.28114
F -10.73899 12.92337 30.07037
B -12.36055 6.63707 28.36838
F -11.12048 6.81026 27.80969
F -13.22285 5.92912 27.53768
F -12.33165 6.03563 29.66529
F -12.83543 7.96177 28.53893
Cl -9.06571 7.86843 30.69623